Record 1
Here is a cluster of 2 separate species, C3H10NOS in total from OMol25. Energies are from the ωB97M-V functional and the def2-TZVPD basis.

Summary:
Spin multiplicity ... 1
Total charge ... -1
E_HOMO ... -2.73 eV
Molar mass ... 108.19 g mol⁻¹
Energy relative to the best compared isomer or geometry (same formula, charge and spin) ... 145.8 kJ/mol
Lowest unoccupied orbital energy ... 3.83 eV

Positions of all 16 atoms, in Å:
C: 2.702 1.660 0.388
N: 1.243 1.563 0.582
C: 0.724 0.209 0.422
C: 0.089 -0.156 -0.911
S: -0.701 -1.809 -0.863
H: 2.972 2.712 0.134
H: 3.013 1.235 1.459
H: 3.152 0.941 -0.353
H: 0.797 2.153 -0.158
H: -0.035 -0.019 1.106
H: 1.545 -0.442 0.682
H: -0.610 0.731 -1.098
H: 0.938 0.094 -1.566
H: -3.318 -0.548 1.630
H: -2.853 -0.358 0.177
O: -3.022 0.153 1.041

Mulliken atomic charge list, values in e, 6 entries:
1. C -0.760
2. N -0.385
3. C -0.586
4. C -0.830
5. S -0.610
6. H 0.315



Record 2
Here is a cluster of 2 separate species, C2H2BrF3N2 in total from OMol25. Energies are from the ωB97M-V functional and the def2-TZVPD basis.

Summary:
Spin multiplicity ... 1
E_HOMO (alpha / beta) ... -8.51 / -8.49 eV
Molar mass ... 190.95 g mol⁻¹
Energy relative to the best compared isomer or geometry (same formula, charge and spin) ... 166.1 kJ/mol
Lowest unoccupied orbital energy (alpha / beta) ... -0.16 / -0.54 eV

Positions of all 10 atoms, in Å:
C: -0.474 0.541 -0.552
C: -0.939 -0.781 -0.128
N: 1.827 0.456 0.974
N: 0.757 0.869 1.208
F: -1.692 -1.385 -1.023
F: -1.778 -0.608 0.897
F: 0.160 -1.597 0.067
Br: 0.641 0.480 -2.077
H: -1.299 1.372 -0.653
H: 2.799 0.653 1.289

Mulliken atomic charge list, values in e, 6 entries:
1. C -0.468
2. C 0.776
3. N -0.036
4. N -0.127
5. F -0.236
6. F -0.243



Record 3
Here is the molecule C2H14P2Si4 from OMol25. Energies are from the ωB97M-V functional and the def2-TZVPD basis.

Summary:
Spin multiplicity ... 1
E_HOMO ... -8.67 eV
Molar mass ... 212.43 g mol⁻¹
Lowest unoccupied orbital energy ... -0.50 eV

Positions of all 22 atoms, in Å:
C: 2.271 -0.057 0.243
C: -2.411 0.094 -0.292
Si: 3.306 -1.693 0.177
Si: 3.226 1.647 0.130
Si: -3.239 -1.643 0.107
Si: -3.196 1.879 0.080
P: 0.629 0.081 -0.822
P: -0.637 -0.211 0.649
H: 1.853 0.011 1.261
H: -2.174 0.238 -1.323
H: 2.665 -2.436 1.240
H: 3.160 -2.050 -1.140
H: 4.674 -1.192 0.386
H: 4.153 1.725 -0.941
H: 4.037 2.036 1.298
H: 2.041 2.554 -0.156
H: -2.460 -2.836 -0.418
H: -4.397 -1.402 -0.694
H: -3.566 -1.449 1.414
H: -2.200 3.001 0.356
H: -3.792 1.893 -1.261
H: -4.008 1.764 1.182

Mulliken atomic charge list, values in e, 6 entries:
1. C -0.318
2. C -0.576
3. Si 0.442
4. Si 0.449
5. Si 0.454
6. Si 0.447



Record 4
Here is a cluster of 11 separate species, H22O11 in total from OMol25. Energies are from the ωB97M-V functional and the def2-TZVPD basis.

Summary:
SMILES ... O.O.O.O.O.O.O.O.O.O.O
Spin multiplicity ... 1
E_HOMO ... -8.24 eV
Molar mass ... 198.16 g mol⁻¹
Energy relative to the best compared isomer or geometry (same formula, charge and spin) ... 603.5 kJ/mol
Lowest unoccupied orbital energy ... 0.04 eV

Positions of all 33 atoms, in Å:
O: -0.080 -0.907 0.075
H: -0.809 -0.290 -0.059
H: 0.656 -0.346 0.344
O: -2.419 1.036 -0.928
H: -3.223 0.782 -1.395
H: -2.726 1.281 -0.047
O: 0.554 -3.587 -1.489
H: 1.439 -3.593 -1.109
H: 0.291 -4.514 -1.487
O: -0.748 0.951 -1.761
H: -1.309 1.316 -2.455
H: -0.133 1.665 -1.558
O: 2.763 3.884 1.026
H: 2.929 3.380 0.222
H: 1.826 4.105 0.976
O: -0.534 -1.186 -2.514
H: -1.460 -1.015 -2.720
H: -0.219 -1.703 -3.264
O: -0.248 3.621 -0.165
H: 0.032 3.062 0.568
H: -0.295 4.504 0.218
O: -2.549 1.432 3.612
H: -2.491 1.246 2.668
H: -3.108 2.216 3.663
O: 1.438 -4.528 0.561
H: 1.161 -5.382 0.212
H: 1.706 -4.720 1.467
O: 2.444 1.416 -1.719
H: 2.999 2.044 -2.195
H: 2.532 0.597 -2.219
O: -0.580 -2.199 3.505
H: -0.290 -1.340 3.178
H: 0.183 -2.772 3.367

Mulliken atomic charge list, values in e, 6 entries:
1. O -0.530
2. H 0.233
3. H 0.255
4. O -0.383
5. H 0.218
6. H 0.187